Entry 1:
The following is a DFT calculation (the ωB97M-V functional and the def2-TZVPD basis) of a molecular structure, C43H57BGe2IN6O2S3Ti at a distorted geometry.

```
116
Properties=species:S:1:pos:R:3
Ti 0.149 -0.267 -0.302
C -2.921 3.206 2.556
C -3.978 3.228 1.456
C -4.361 4.691 1.197
C -5.185 2.414 1.931
N -3.549 2.649 0.145
C -4.435 2.684 -0.921
C -3.838 2.100 -1.970
N -2.581 1.692 -1.581
B -1.744 0.843 -2.593
N -2.452 -0.512 -2.722
C -2.944 -1.010 -3.902
C -3.569 -2.167 -3.635
N -3.474 -2.397 -2.269
C -2.746 -1.380 -1.729
S -2.186 -1.154 -0.127
C -4.169 -3.579 -1.684
C -3.493 -4.831 -2.251
C -4.121 -3.633 -0.162
C -5.640 -3.504 -2.107
N -0.248 0.715 -2.140
C 0.509 1.897 -2.158
C 1.776 1.605 -2.460
N 1.895 0.240 -2.674
C 0.649 -0.325 -2.465
S 0.147 -1.919 -2.698
C 3.205 -0.297 -3.159
C 4.275 0.076 -2.130
C 3.243 -1.808 -3.362
C 3.485 0.374 -4.509
C -2.410 2.023 -0.282
S -0.994 1.746 0.636
H -3.348 3.681 3.440
H -2.025 3.755 2.276
H -2.626 2.196 2.824
H -4.627 5.171 2.138
H -5.209 4.780 0.518
H -3.514 5.225 0.765
H -5.511 2.772 2.907
H -4.907 1.363 2.024
H -6.026 2.490 1.240
H -5.419 3.108 -0.851
H -4.199 1.942 -2.971
H -1.784 1.393 -3.660
H -2.787 -0.500 -4.836
H -4.059 -2.845 -4.307
H -2.423 -4.797 -2.037
H -3.624 -4.903 -3.331
H -3.913 -5.726 -1.792
H -3.101 -3.715 0.194
H -4.678 -4.511 0.165
H -4.567 -2.748 0.288
H -5.763 -3.581 -3.187
H -6.084 -2.564 -1.775
H -6.190 -4.325 -1.647
H 0.060 2.854 -1.972
H 2.614 2.277 -2.521
H 4.028 -0.347 -1.155
H 4.380 1.156 -2.031
H 5.235 -0.333 -2.446
H 3.019 -2.340 -2.442
H 4.252 -2.076 -3.681
H 2.540 -2.130 -4.122
H 3.568 1.457 -4.411
H 2.682 0.146 -5.212
H 4.421 -0.009 -4.916
C 3.725 0.973 4.385
Ge 3.568 -0.279 2.836
C 5.458 -0.481 2.268
C 2.811 -1.911 3.673
Ge 1.772 0.876 1.507
C 2.664 2.448 0.631
C 4.030 2.414 0.351
C 4.655 3.448 -0.337
C 3.924 4.550 -0.753
C 2.569 4.620 -0.450
C 1.952 3.582 0.231
C 0.832 1.748 3.053
C 0.983 3.089 3.401
C 0.361 3.613 4.527
C -0.412 2.797 5.341
C -0.566 1.456 5.015
C 0.040 0.947 3.876
H 4.484 0.591 5.073
H 2.782 1.057 4.923
H 4.026 1.971 4.063
H 5.943 -1.117 3.012
H 5.953 0.490 2.272
H 5.551 -0.954 1.295
H 3.557 -2.358 4.332
H 2.510 -2.656 2.941
H 1.947 -1.625 4.276
H 4.611 1.556 0.673
H 5.717 3.391 -0.549
H 4.403 5.354 -1.298
H 1.991 5.487 -0.749
H 0.894 3.648 0.452
H 1.604 3.732 2.790
H 0.488 4.661 4.774
H -0.884 3.199 6.229
H -1.155 0.810 5.655
H -0.108 -0.098 3.614
I -0.423 -7.998 -0.078
C 0.532 -6.123 0.022
C 1.805 -5.972 -0.500
C 2.418 -4.731 -0.418
C 1.749 -3.651 0.143
C 0.474 -3.828 0.671
C -0.134 -5.070 0.628
C 2.392 -2.297 0.154
O 3.583 -2.169 0.360
O 1.620 -1.291 -0.163
H 2.312 -6.807 -0.962
H 3.419 -4.590 -0.804
H -0.031 -2.994 1.139
H -1.110 -5.223 1.066
```

Summary:
Multiplicity   2
HOMO level (alpha / beta)   -0.2427 / -0.2456 hartree
E_tot   -235987.40771 eV

Entry 2:
The following is a DFT calculation (the ωB97M-V functional and the def2-TZVPD basis) of 2 unconnected molecules or ions with the total composition C2H2BrClO2 at a distorted geometry.

```
8
Properties=species:S:1:pos:R:3
C -0.447 -1.889 0.111
C 1.001 1.103 0.198
O -0.044 -1.597 1.145
O -0.850 -2.016 -0.945
Cl -2.159 0.586 -1.130
Br -0.479 2.020 0.005
H 1.773 1.006 -0.589
H 1.205 0.787 1.205
```

Summary:
HOMO level (alpha / beta)   -0.3480 / -0.3451 hartree
E_tot   -88763.81844 eV